1.
A 7-piece molecular cluster, C24H36NO21 overall in a non-equilibrium geometry. Source: the OMol25 dataset; level of theory: ωB97M-V/def2-TZVPD.

Output
HOMO level (eV): -7.3
Spin multiplicity: 1
Molecular weight (g mol⁻¹): 674.54
LUMO (eV): 2.04
Charge: -1
Orbital gap (eV): 9.320

```
82
C24H36NO21, DFT ωB97M-V/def2-TZVPD
N 33.342 -20.010 54.390
O 32.866 -21.143 54.328
O 34.174 -19.618 53.532
O 32.730 -19.193 55.179
C 32.312 -19.597 58.754
C 32.482 -20.863 57.904
C 33.975 -21.329 57.716
O 34.172 -22.296 58.781
C 32.974 -22.795 59.107
O 32.757 -23.743 59.832
O 31.982 -22.028 58.647
H 31.313 -19.274 59.035
H 32.699 -18.836 58.263
H 32.795 -19.596 59.595
H 32.082 -20.794 56.952
H 34.650 -20.534 57.826
H 34.140 -21.638 56.708
C 36.817 -20.529 50.573
C 37.264 -19.980 52.010
C 37.492 -21.111 52.989
O 38.786 -20.792 53.513
C 39.390 -19.853 52.879
O 40.532 -19.392 53.047
O 38.568 -19.398 51.897
H 36.662 -19.823 49.893
H 35.873 -20.912 50.657
H 37.373 -21.328 50.124
H 36.592 -19.174 52.356
H 37.594 -22.085 52.603
H 36.647 -21.178 53.843
C 29.033 -24.104 53.803
C 28.473 -22.992 54.686
C 29.414 -21.710 54.679
O 28.591 -20.689 54.292
C 27.338 -21.156 54.022
O 26.313 -20.433 53.874
O 27.214 -22.402 54.181
H 28.984 -23.779 52.847
H 28.448 -24.909 53.799
H 29.962 -24.280 54.094
H 28.363 -23.237 55.823
H 30.209 -21.918 53.838
H 29.899 -21.489 55.557
C 29.303 -17.945 57.102
C 30.114 -17.143 56.039
C 29.880 -17.139 54.589
O 30.249 -15.854 54.156
C 30.207 -15.115 55.288
O 30.400 -13.878 55.371
O 29.884 -15.849 56.294
H 29.605 -17.642 58.125
H 29.383 -19.051 56.937
H 28.299 -17.574 56.999
H 31.154 -17.194 56.353
H 28.905 -17.421 54.464
H 30.615 -17.850 54.179
C 30.732 -20.487 50.767
C 31.383 -19.173 51.239
C 32.789 -18.895 50.659
O 32.507 -17.880 49.711
C 31.396 -17.252 49.990
O 31.066 -16.192 49.441
O 30.675 -18.077 50.863
H 29.750 -20.668 51.125
H 31.488 -21.341 51.014
H 30.549 -20.392 49.687
H 31.495 -19.219 52.207
H 33.025 -19.682 49.955
H 33.673 -18.520 51.120
C 36.679 -18.442 56.051
C 36.574 -17.595 57.224
C 35.140 -17.163 57.395
O 34.988 -17.406 58.849
C 35.946 -18.151 59.280
O 36.031 -18.592 60.450
O 36.858 -18.356 58.446
H 36.022 -18.063 55.257
H 36.388 -19.548 56.266
H 37.681 -18.561 55.693
H 37.179 -16.808 57.058
H 34.365 -17.859 56.888
H 34.986 -15.956 57.032
```

***

2.
A 2-piece molecular cluster, FH4N2PS overall in a non-equilibrium geometry. Source: the OMol25 dataset; level of theory: ωB97M-V/def2-TZVPD.

Output
HOMO level (eV): -8.9
Spin multiplicity: 1
Molecular weight (g mol⁻¹): 114.08
LUMO (eV): -3.18
Orbital gap (eV): 5.732

```
9
FH4N2PS, DFT ωB97M-V/def2-TZVPD
N -1.223 -1.485 -0.387
N 1.049 1.420 -0.120
F 2.087 0.204 -2.005
P 1.613 -0.212 -0.457
S 3.137 -0.643 0.657
H -1.150 -1.838 0.546
H -1.566 -0.597 -0.332
H 0.562 1.706 -0.972
H 0.399 1.694 0.618
```

***

3.
An isolated ion of composition C4H6IN2 and charge +1 in a non-equilibrium geometry. Source: the OMol25 dataset; level of theory: ωB97M-V/def2-TZVPD.

Output
HOMO level (eV): -13.5
Spin multiplicity: 1
Molecular weight (g mol⁻¹): 209.01
LUMO (eV): -3.65
Charge: +1
Orbital gap (eV): 9.853
SMILES: [NH2+]=C1NCC=C1I

```
13
C4H6IN2, DFT ωB97M-V/def2-TZVPD
C -0.504 -1.515 -0.007
C -1.237 -0.424 -0.138
C 0.037 0.899 -0.131
C 0.947 -1.215 -0.068
N 1.147 0.233 -0.242
N -0.321 2.146 -0.012
I -3.314 0.159 -0.113
H -0.777 -2.609 -0.062
H 1.274 -1.385 0.982
H 1.619 -1.737 -0.731
H 2.136 0.505 -0.107
H -1.407 2.216 0.208
H 0.399 2.725 0.420
```

***

4.
A 11-piece molecular cluster, C41H66O33 overall in a non-equilibrium geometry. Source: the OMol25 dataset; level of theory: ωB97M-V/def2-TZVPD.

Output
HOMO level (eV): -10.6
Spin multiplicity: 1
Molecular weight (g mol⁻¹): 1086.95
LUMO (eV): 0.03
Orbital gap (eV): 10.652
SMILES: C[C@H]1COC(=O)O1.C[C@H]1COC(=O)O1.C[C@H]1COC(=O)O1.C[C@H]1COC(=O)O1.C[C@H]1COC(=O)O1.C[C@H]1COC(=O)O1.C[C@H]1COC(=O)O1.C[C@H]1COC(=O)O1.COC(=O)OC.COC(=O)OC.COC(=O)OC

```
140
C41H66O33, DFT ωB97M-V/def2-TZVPD
C 2.361 5.215 2.445
C 1.904 4.048 1.597
C 2.149 4.330 0.074
O 2.848 3.178 -0.363
C 3.149 2.350 0.653
O 3.745 1.335 0.552
O 2.681 2.887 1.808
H 1.753 6.091 2.224
H 3.415 5.459 2.317
H 2.215 4.902 3.483
H 0.826 3.905 1.700
H 2.819 5.190 0.022
H 1.247 4.488 -0.509
C 3.544 1.591 -4.650
C 3.796 2.586 -3.553
C 5.051 2.377 -2.660
O 5.670 3.667 -2.637
C 5.064 4.492 -3.514
O 5.427 5.603 -3.745
O 4.051 3.874 -4.145
H 3.324 0.618 -4.215
H 4.331 1.558 -5.403
H 2.674 1.968 -5.195
H 2.966 2.695 -2.855
H 5.717 1.659 -3.129
H 4.692 2.080 -1.682
C 0.724 0.714 -2.008
C 0.789 -0.487 -1.115
C 1.149 -0.281 0.355
O 0.222 -1.110 1.046
C -0.776 -1.495 0.235
O -1.735 -2.121 0.562
O -0.612 -0.924 -0.968
H 0.140 1.530 -1.587
H 0.259 0.478 -2.967
H 1.727 1.049 -2.277
H 1.292 -1.362 -1.534
H 1.008 0.758 0.662
H 2.166 -0.602 0.557
C -3.816 -0.559 -2.178
C -5.162 0.066 -2.494
C -6.210 -0.828 -3.163
O -7.354 -0.659 -2.347
C -7.046 -0.022 -1.197
O -7.767 0.070 -0.262
O -5.771 0.438 -1.247
H -3.803 -1.119 -1.242
H -3.096 0.236 -1.958
H -3.399 -1.155 -2.991
H -4.940 0.993 -3.030
H -5.898 -1.872 -3.202
H -6.421 -0.478 -4.174
C -0.066 -3.720 -4.553
C -0.246 -3.471 -3.084
C -1.353 -4.305 -2.410
O -0.724 -4.807 -1.225
C 0.551 -4.409 -1.170
O 1.269 -4.497 -0.223
O 0.932 -3.849 -2.346
H 0.692 -3.076 -5.004
H -0.979 -3.428 -5.084
H 0.146 -4.751 -4.834
H -0.425 -2.409 -2.914
H -1.849 -5.016 -3.066
H -2.114 -3.625 -2.021
C -4.749 -3.808 3.301
C -3.880 -3.589 2.088
C -3.578 -4.870 1.292
O -4.218 -4.650 0.033
C -4.754 -3.405 -0.015
O -5.343 -2.981 -0.957
O -4.548 -2.762 1.140
H -5.727 -4.186 2.992
H -4.935 -2.878 3.842
H -4.287 -4.503 4.004
H -2.930 -3.158 2.404
H -4.076 -5.727 1.746
H -2.515 -5.048 1.149
C 3.499 -0.524 6.863
C 2.833 -1.358 5.791
C 1.592 -0.705 5.174
O 1.654 -1.090 3.814
C 2.942 -1.367 3.515
O 3.351 -1.568 2.418
O 3.693 -1.364 4.635
H 2.916 -0.561 7.785
H 3.586 0.538 6.622
H 4.527 -0.861 7.000
H 2.657 -2.359 6.188
H 1.581 0.382 5.268
H 0.712 -1.057 5.712
C -3.316 5.803 -4.165
C -3.137 4.364 -4.631
C -2.493 4.261 -6.015
O -1.210 3.711 -5.759
C -1.022 3.523 -4.442
O -0.007 3.160 -3.942
O -2.167 3.752 -3.758
H -3.550 5.883 -3.108
H -4.179 6.211 -4.708
H -2.489 6.441 -4.479
H -4.103 3.873 -4.528
H -2.389 5.266 -6.434
H -3.017 3.684 -6.775
C -2.313 -2.281 6.156
O -2.113 -3.678 6.028
C -1.261 -4.163 5.114
O -1.027 -5.336 5.056
O -0.768 -3.217 4.318
C -0.036 -3.677 3.157
H -2.975 -1.979 6.963
H -2.780 -1.857 5.261
H -1.334 -1.822 6.286
H -0.477 -4.449 2.534
H 0.954 -3.918 3.536
H 0.027 -2.786 2.544
C -1.483 1.608 2.604
O -0.746 2.117 3.713
C -1.277 3.126 4.387
O -2.335 3.654 4.162
O -0.421 3.485 5.337
C -0.757 4.590 6.155
H -1.045 0.661 2.299
H -1.495 2.303 1.766
H -2.489 1.377 2.956
H -0.794 5.519 5.588
H -0.008 4.656 6.938
H -1.721 4.431 6.642
C 6.543 -0.872 -4.395
O 5.529 -0.806 -3.375
C 5.181 -1.963 -2.802
O 5.723 -3.020 -2.972
O 4.244 -1.677 -1.900
C 3.892 -2.756 -1.034
H 6.159 -1.457 -5.229
H 7.419 -1.362 -3.976
H 6.724 0.158 -4.679
H 4.745 -3.106 -0.450
H 3.517 -3.624 -1.571
H 3.146 -2.392 -0.336
```

***

5.
An isolated molecule of C6H5Cl2NO2S in a non-equilibrium geometry. Source: the OMol25 dataset; level of theory: ωB97M-V/def2-TZVPD.

Output
HOMO level (eV): -10.0
Spin multiplicity: 1
Molecular weight (g mol⁻¹): 226.08
LUMO (eV): -0.26
Orbital gap (eV): 9.708
SMILES: O=S(=O)(Cl)[C@@H](Cl)c1cccnc1

```
17
C6H5Cl2NO2S, DFT ωB97M-V/def2-TZVPD
C -2.393 -0.104 0.816
C -1.067 -0.092 1.186
C -2.751 0.290 -0.463
C -0.514 0.369 -1.127
C -0.123 0.183 0.242
C 1.304 0.295 0.545
N -1.803 0.380 -1.474
O 2.693 0.039 -1.852
O 1.866 -2.009 -0.685
S 2.384 -0.655 -0.653
Cl 1.878 1.920 0.406
Cl 4.130 -0.801 0.404
H -3.249 -0.201 1.457
H -0.508 -0.198 2.233
H -3.761 0.433 -0.641
H 0.304 0.318 -1.950
H 1.611 -0.167 1.556
```

***

6.
A 8-piece molecular cluster, C37H43F5O5S2 overall in a non-equilibrium geometry. Source: the OMol25 dataset; level of theory: ωB97M-V/def2-TZVPD.

Output
HOMO level (eV): -9.0
Spin multiplicity: 1
Molecular weight (g mol⁻¹): 726.87
LUMO (eV): 0.32
Orbital gap (eV): 9.322

```
92
C37H43F5O5S2, DFT ωB97M-V/def2-TZVPD
F 3.725 4.101 -3.776
C 4.605 3.210 -4.226
C 5.988 3.537 -4.047
C 6.950 2.644 -4.489
C 6.584 1.399 -4.926
C 5.185 1.115 -5.004
C 4.169 2.003 -4.659
H 6.273 4.503 -3.659
H 8.003 2.884 -4.487
H 7.416 0.798 -5.264
H 4.866 0.228 -5.532
H 3.101 1.845 -4.632
F 2.601 0.265 1.962
C 2.908 -1.015 1.731
C 4.264 -1.319 1.492
C 4.638 -2.668 1.371
C 3.663 -3.658 1.474
C 2.321 -3.347 1.696
C 1.941 -1.986 1.730
H 4.971 -0.513 1.617
H 5.669 -2.860 1.112
H 4.060 -4.662 1.468
H 1.668 -4.167 1.956
H 0.927 -1.613 1.733
F 1.680 -0.041 4.639
C 0.419 0.564 4.750
C 0.180 1.326 5.894
C -0.962 2.146 5.931
C -1.803 2.152 4.831
C -1.565 1.365 3.710
C -0.433 0.581 3.644
H 0.884 1.306 6.712
H -1.180 2.799 6.763
H -2.697 2.757 4.813
H -2.179 1.424 2.823
H -0.120 0.043 2.762
F -4.884 1.117 1.355
C -5.398 0.441 0.299
C -4.609 0.028 -0.749
C -5.222 -0.388 -2.001
C -6.602 -0.511 -2.092
C -7.368 -0.175 -0.962
C -6.782 0.330 0.221
H -3.554 0.212 -0.614
H -4.625 -0.719 -2.838
H -6.940 -0.919 -3.033
H -8.438 -0.319 -0.965
H -7.374 0.591 1.086
F 0.230 7.110 0.671
C 0.960 5.881 0.480
C 2.300 5.920 0.149
C 3.080 4.699 0.189
C 2.352 3.540 0.461
C 0.959 3.467 0.730
C 0.289 4.688 0.828
H 2.678 6.927 0.052
H 4.160 4.712 0.181
H 2.764 2.543 0.516
H 0.466 2.545 0.999
H -0.741 4.567 1.129
C -1.745 -5.948 4.614
S -1.556 -4.605 3.364
O -0.853 -5.203 2.179
C -3.330 -4.470 2.964
H -2.412 -6.751 4.299
H -2.159 -5.560 5.545
H -0.763 -6.385 4.792
H -3.538 -3.743 2.180
H -3.927 -4.316 3.863
H -3.707 -5.387 2.510
C -1.727 -0.251 -4.984
S -1.436 -1.942 -5.601
O 0.143 -1.992 -5.677
C -1.966 -2.696 -3.977
H -1.130 -0.014 -4.104
H -2.751 -0.159 -4.620
H -1.564 0.518 -5.739
H -1.152 -2.541 -3.269
H -1.989 -3.782 -4.075
H -2.856 -2.347 -3.454
C 0.755 1.188 -1.856
O 0.242 -0.157 -1.741
C -0.460 -0.481 -0.640
O -0.708 0.293 0.283
O -0.975 -1.669 -0.825
C -1.738 -2.342 0.188
H -0.001 1.900 -1.524
H 1.069 1.590 -2.819
H 1.633 1.288 -1.219
H -1.201 -2.446 1.131
H -2.023 -3.306 -0.232
H -2.596 -1.718 0.441
```